A cluster of 16 separate species, C76H196N20O28 in total at a distorted geometry. Source: the OMol25 dataset; level of theory: ωB97M-V with the def2-TZVPD basis set.

DFT total energy: -6214.67365 hartree
total charge: 0
LUMO level: 0.291 eV
Kohn-Sham gap: 8.50 eV

Last column: Mulliken charge in e.
Atoms and positions in Å:
C 2.16171 2.75673 3.71847  -0.9076
O 1.66922 3.33138 2.53535  0.7427
C 1.24089 4.67883 2.73184  -0.2437
C 1.07459 5.27094 1.34037  -0.3335
N 1.15810 6.69351 1.48815  -0.2667
C 1.09544 7.40446 0.20250  0.0084
C 1.46669 8.85090 0.43112  -1.0356
O 2.85525 8.85242 0.85285  -0.0127
C 3.11007 10.03285 1.56508  -0.9934
H 2.59130 1.78461 3.41967  0.0023
H 1.44249 2.58990 4.53021  0.3881
H 2.96685 3.40432 4.10203  0.0818
H 2.03490 5.29101 3.19041  -0.7241
H 0.38712 4.63522 3.41015  0.5390
H 0.14530 5.02088 0.82889  1.0978
H 1.91831 4.83112 0.79712  -0.1535
H 2.10307 6.91535 1.80851  -0.0543
H 0.11946 7.19595 -0.22770  0.6351
H 1.82820 7.08185 -0.55666  -0.2651
H 0.95523 9.22540 1.33455  0.4279
H 1.29229 9.42825 -0.48407  0.4782
H 2.55104 10.24151 2.51705  0.3811
H 3.06269 10.91582 0.90451  0.3320
H 4.15162 9.97723 1.95207  0.2328
C -4.09248 -9.13567 -4.21370  -0.5115
O -3.18674 -8.18152 -4.66651  -0.3303
C -3.82086 -6.96805 -5.02131  -0.0207
C -2.77149 -5.93669 -5.27848  -0.9785
N -1.95294 -5.66589 -4.11655  0.1930
C -0.94690 -4.66254 -4.27282  -1.1099
C -0.11620 -4.50421 -3.00208  1.2341
O 0.55693 -5.76374 -2.76315  -0.5343
C 1.17374 -5.77734 -1.51434  -0.5312
H -4.92803 -9.39280 -4.86033  0.3262
H -4.56716 -8.80276 -3.26844  0.0534
H -3.53306 -10.02994 -3.93698  0.2796
H -4.36508 -6.65934 -4.11092  -0.1520
H -4.55839 -6.99898 -5.83536  0.4845
H -3.20780 -5.00020 -5.64090  0.3864
H -2.17296 -6.35175 -6.11319  0.3275
H -1.63090 -6.52769 -3.68984  0.3080
H -1.49302 -3.74042 -4.48572  0.2905
H -0.19590 -4.94529 -5.04955  0.2864
H -0.76034 -4.37658 -2.11868  -0.3355
H 0.65418 -3.72407 -3.16720  -0.3489
H 1.73960 -6.71161 -1.50591  0.3256
H 0.45042 -5.80761 -0.68840  0.2149
H 1.93420 -5.00381 -1.34164  0.1363
C -3.49801 -7.58634 7.63328  -0.6732
O -3.38322 -6.43819 8.38340  -0.3707
C -4.55615 -5.56299 8.30661  -0.8665
C -4.76398 -4.97260 6.93086  0.0972
N -3.62787 -4.24015 6.46119  -0.0274
C -3.99427 -3.26993 5.40486  -0.1631
C -4.08650 -4.05444 4.10373  -0.2843
O -4.23541 -3.14614 2.98845  -0.3205
C -4.37524 -3.82148 1.76875  -0.0131
H -2.79139 -8.31270 8.04550  0.3222
H -3.37508 -7.55295 6.54432  0.2126
H -4.46055 -8.09058 7.82319  0.2954
H -4.36258 -4.73405 9.00919  0.3778
H -5.44760 -6.04493 8.70011  0.4054
H -5.67358 -4.33016 6.97037  0.3428
H -4.97132 -5.79703 6.23350  -0.1753
H -3.16920 -3.71309 7.19303  0.2176
H -3.13936 -2.62361 5.17050  -0.3098
H -4.83804 -2.61022 5.70122  0.2576
H -4.92780 -4.74665 4.03314  0.1484
H -3.15362 -4.64150 4.09338  0.2971
H -5.25976 -4.46222 1.72819  0.5670
H -3.49359 -4.41553 1.47221  0.2674
H -4.43398 -3.04624 0.98973  -0.5310
C -1.33911 0.53648 -4.72858  0.2228
O -2.29636 -0.50642 -4.88518  -0.7405
C -2.86756 -0.77996 -3.50905  1.3418
C -4.06472 -1.68423 -3.58755  -1.0321
N -5.25201 -0.92621 -4.10918  0.3653
C -6.39634 -1.82367 -4.42672  -0.9083
C -7.48890 -1.11525 -5.21084  -0.1583
O -8.50443 -2.12000 -5.47200  -0.3821
C -9.44604 -1.57582 -6.35293  -0.7788
H -0.54567 0.25975 -3.99712  -0.4107
H -1.80730 1.51836 -4.58796  0.0300
H -0.78647 0.53523 -5.68595  0.5222
H -3.06840 0.19552 -3.06499  -0.6459
H -2.07875 -1.29083 -2.93126  0.4797
H -4.26652 -2.17393 -2.62278  -0.6285
H -3.77752 -2.42125 -4.34386  0.7936
H -4.90712 -0.61501 -5.02704  -0.1068
H -6.78889 -2.08678 -3.44514  0.3654
H -6.09249 -2.75380 -4.91846  0.3106
H -7.18943 -0.68231 -6.17252  0.2762
H -7.86127 -0.26723 -4.59984  0.0934
H -9.98969 -0.67495 -6.04987  0.2881
H -10.22180 -2.37686 -6.50120  0.2904
H -9.01152 -1.48769 -7.36162  0.3219
C 2.45483 0.60005 -4.86133  -0.8053
O 3.32819 0.59719 -3.73371  0.2646
C 4.70291 0.32230 -4.16613  -1.3974
C 5.62407 0.42622 -2.94846  0.2215
N 5.21118 -0.45843 -1.91357  1.7229
C 6.02886 -0.42857 -0.74988  -0.3922
C 5.88304 -1.57281 0.22278  -0.3263
O 6.53583 -2.73550 -0.22191  -0.4770
C 6.68461 -3.69361 0.79883  -0.7308
H 2.52393 -0.44006 -5.18946  0.3733
H 2.72726 1.28384 -5.67276  0.3593
H 1.42328 0.79794 -4.58377  -0.1811
H 5.01737 1.08677 -4.86835  0.4845
H 4.68708 -0.68287 -4.61015  0.4737
H 5.54075 1.47126 -2.59567  -0.3672
H 6.67681 0.27450 -3.22548  0.6269
H 4.28896 -0.10592 -1.63069  -1.2921
H 5.85212 0.51030 -0.20297  -0.4110
H 7.07632 -0.38104 -1.05650  0.6776
H 4.80688 -1.80263 0.31370  0.0077
H 6.34408 -1.28890 1.17169  0.5630
H 5.67678 -3.98536 1.11580  0.2240
H 7.23292 -3.21790 1.63061  0.3154
H 7.34643 -4.52788 0.48320  0.3116
C -3.76917 -5.28535 -1.41768  0.4242
O -4.65388 -5.64999 -0.37198  -0.0668
C -5.54158 -6.68410 -0.80939  -0.4834
C -6.45372 -7.02261 0.30166  -0.7766
N -5.71785 -7.52532 1.46454  -0.2095
C -6.61741 -7.62043 2.61621  -0.6163
C -5.85429 -7.95488 3.89229  -0.1822
O -5.22446 -9.21823 3.98850  -0.3954
C -6.24111 -10.18814 4.20474  -0.8058
H -3.14621 -6.11923 -1.79243  0.4662
H -3.07353 -4.55761 -0.99737  -1.0350
H -4.30916 -4.78781 -2.23461  0.1261
H -4.86702 -7.50568 -1.03964  0.2576
H -6.14528 -6.45078 -1.69829  0.3664
H -7.12388 -7.83138 0.00904  0.4291
H -7.09315 -6.11957 0.46962  0.2753
H -4.85321 -7.01065 1.59109  0.2654
H -7.30317 -8.42722 2.37257  0.3576
H -7.19469 -6.70105 2.78171  0.3754
H -6.43171 -7.77448 4.81730  0.4600
H -5.08275 -7.15536 3.98439  -0.1036
H -5.65936 -11.07824 4.52846  0.3062
H -6.84738 -10.52667 3.36408  0.2718
H -6.85944 -9.97990 5.09614  0.3367
C 5.61500 7.48241 -2.04693  -0.8723
O 6.42356 6.61028 -1.25476  -0.2257
C 6.91019 7.29542 -0.02214  -0.9454
C 5.92856 7.22198 1.11761  0.1286
N 5.87068 5.98553 1.72065  0.4096
C 4.63976 5.76210 2.53931  1.5207
C 4.50107 6.75900 3.64705  -0.6859
O 3.41378 6.41184 4.44125  -0.2285
C 3.13129 7.32288 5.50240  -0.8446
H 6.21226 8.36291 -2.31560  0.4230
H 4.65752 7.83127 -1.65730  0.2336
H 5.34408 6.92320 -2.97546  0.2721
H 7.17175 8.31442 -0.34495  0.4066
H 7.79294 6.71654 0.27430  0.3651
H 4.94961 7.35878 0.64733  -0.3831
H 6.00101 8.05862 1.82419  0.3666
H 6.67328 5.79338 2.31120  0.4048
H 4.53198 4.73776 2.92435  -0.9333
H 3.82168 5.93209 1.81535  -1.3136
H 4.39304 7.81469 3.36049  0.2694
H 5.43395 6.57726 4.22102  0.4687
H 2.98296 8.33045 5.05334  0.2662
H 3.87884 7.28289 6.31987  0.3011
H 2.16833 7.10145 5.97272  0.2856
C -0.62836 -1.03405 5.45837  -0.5305
O -0.20035 -2.24998 4.93485  -0.4825
C 0.62597 -1.99487 3.75813  0.8047
C 1.43741 -3.24547 3.53856  -1.4312
N 2.40869 -3.39719 4.56888  0.3399
C 3.45121 -4.43544 4.30478  -0.5844
C 4.60202 -4.38233 5.32320  0.0392
O 4.16129 -4.89102 6.53506  -0.3831
C 5.04375 -4.64072 7.67212  -0.6684
H -1.23638 -1.22138 6.36861  0.2690
H -1.21921 -0.47398 4.71518  0.0571
H 0.15206 -0.32694 5.77222  0.3365
H 1.24205 -1.12815 4.05954  -0.0044
H 0.06122 -1.77637 2.84118  -0.2800
H 1.91943 -3.25775 2.54201  0.4408
H 0.66963 -4.02671 3.54052  0.3301
H 1.89260 -3.71106 5.39591  0.1515
H 3.94148 -4.10039 3.37255  0.1300
H 3.04798 -5.46059 4.23081  0.3261
H 4.92343 -3.34570 5.45457  -0.2255
H 5.44633 -4.91813 4.87179  0.5319
H 6.07804 -4.91240 7.49417  0.3265
H 4.64077 -5.23715 8.50370  0.2834
H 4.94695 -3.60276 8.06910  0.1419
C -5.22196 -0.59851 -0.30755  0.0057
O -4.62769 0.64460 -0.49796  0.5187
C -5.57941 1.73206 -0.50231  -1.2261
C -6.32322 1.89469 -1.80695  -0.7139
N -5.41481 1.99684 -2.95372  0.9949
C -6.05125 2.76538 -4.04826  -1.1020
C -5.26739 2.71737 -5.28497  -0.3031
O -5.48412 1.36016 -5.93078  -0.2178
C -4.56389 1.30049 -6.97112  -0.6395
H -5.79363 -0.71907 0.62725  0.5115
H -4.50459 -1.41589 -0.39931  -0.8071
H -5.95181 -0.76959 -1.11779  -0.0032
H -5.01485 2.63836 -0.24910  0.3414
H -6.26377 1.62562 0.34557  0.5847
H -6.92549 2.78165 -1.83191  0.7349
H -7.03816 1.06157 -1.91050  0.2444
H -5.32338 1.01769 -3.29122  -0.6409
H -6.25901 3.80924 -3.74626  0.5235
H -7.00932 2.30454 -4.34010  0.3180
H -4.16601 2.77169 -5.19693  0.1149
H -5.65099 3.52177 -5.97291  0.3555
H -4.75914 2.10678 -7.69672  0.3794
H -4.79292 0.38621 -7.53681  0.3022
H -3.48772 1.34394 -6.69296  0.0272
C 1.47931 -0.69791 9.01894  -0.5261
O 2.50195 -0.18898 8.20793  -0.4286
C 2.86061 -1.14385 7.21179  0.1089
C 3.82635 -0.48434 6.22946  -0.2515
N 5.16563 -0.27033 6.77251  -0.3677
C 6.23052 -0.35744 5.71730  -0.4929
C 6.22156 0.80762 4.77176  -0.8590
O 5.35610 0.45917 3.71058  0.1096
C 5.39301 1.36933 2.65590  0.0091
H 0.58368 -0.95177 8.42847  0.1001
H 1.23069 0.11604 9.72628  0.2813
H 1.77083 -1.64061 9.53627  0.2637
H 1.96345 -1.43439 6.65555  -0.1321
H 3.24668 -2.07008 7.67406  0.1720
H 3.37554 0.47942 5.98735  0.1669
H 3.87211 -1.06876 5.31800  0.1584
H 5.32218 -0.96735 7.48735  0.3346
H 6.18218 -1.22998 5.02569  0.0736
H 7.17040 -0.40499 6.26814  0.5571
H 7.23093 1.00586 4.37948  0.4977
H 5.92085 1.75392 5.25786  0.2703
H 6.36211 1.32940 2.10892  0.5144
H 5.24930 2.43435 2.91163  0.0241
H 4.66234 1.07771 1.90128  -0.6119
C -0.65424 9.22465 -3.99575  -0.7885
O 0.22414 8.21246 -4.19961  -0.4050
C -0.44922 6.96195 -4.31679  -0.0491
C 0.48841 5.99318 -5.04104  -0.5127
N -0.11874 4.88806 -5.75938  0.0326
C -0.93960 5.39250 -6.83536  -0.4967
C -1.45076 4.26357 -7.65318  -0.0081
O -2.26867 4.78800 -8.63623  -0.3216
C -2.32183 4.01903 -9.83425  -0.6972
H -0.26868 10.25862 -3.96852  0.2847
H -1.19453 9.03184 -3.03592  0.2752
H -1.46427 9.19178 -4.72891  0.3455
H -1.41230 7.05668 -4.82417  0.4868
H -0.62496 6.59082 -3.29939  0.1002
H 1.09656 5.57640 -4.24731  -0.2235
H 1.14027 6.56459 -5.70826  0.5009
H -0.63847 4.28158 -5.12796  0.0515
H -0.39014 6.03994 -7.53277  0.3012
H -1.81629 5.90470 -6.43486  0.1548
H -1.90239 3.41857 -7.08053  -0.1579
H -0.52420 3.82552 -8.09660  0.3516
H -3.00589 4.50789 -10.52436  0.2665
H -2.63568 2.97550 -9.67488  0.2340
H -1.28341 3.85759 -10.17857  0.3353
C 3.61479 4.68974 -1.40223  -0.0097
O 2.77752 3.58638 -1.21823  -0.0223
C 3.32796 2.76109 -0.21070  1.5925
C 2.38951 1.63908 0.15225  -0.9319
N 2.45124 0.56761 -0.90441  2.1675
C 1.75577 -0.65292 -0.64428  -0.8174
C 0.25060 -0.54942 -0.34570  1.3828
O -0.27931 -1.86673 -0.30541  -0.3106
C -1.59297 -1.80313 0.14156  0.5520
H 3.21134 5.41506 -2.11494  0.2512
H 4.62812 4.37121 -1.67012  0.0387
H 3.66444 5.19746 -0.43178  -0.4580
H 3.63284 3.32117 0.69292  -0.4525
H 4.22749 2.29948 -0.67483  -0.2530
H 1.39828 2.07535 0.32859  -0.5510
H 2.70738 1.23627 1.12896  -0.4284
H 2.24977 0.88536 -1.84880  -0.1685
H 2.28862 -1.14444 0.20987  -0.4012
H 1.96126 -1.41228 -1.43620  -0.3827
H -0.23626 0.11147 -1.06816  -0.2363
H 0.11453 -0.10755 0.64355  -0.3665
H -2.13367 -1.07659 -0.47450  0.0608
H -1.79750 -1.53659 1.18150  0.1244
H -2.05628 -2.78906 -0.01890  -0.8539
C 4.48967 -3.66556 -3.63098  0.3449
O 4.18996 -4.73667 -4.13932  -0.7017
N 5.77891 -3.35093 -3.29235  -0.3520
N 3.48695 -2.76454 -3.26099  0.1824
H 6.39315 -4.14983 -3.32564  0.2978
H 5.85258 -2.80181 -2.46360  0.0672
H 2.59196 -2.99222 -3.66582  0.1089
H 3.71981 -1.88968 -2.84106  -0.0421
C -1.62458 1.92473 1.70262  0.0725
O -1.15018 2.07321 0.57965  0.3881
N -0.82677 2.10312 2.81704  -0.0663
N -2.94332 1.52147 1.88960  -0.2680
H -1.03634 1.97756 3.77710  0.3173
H 0.04505 2.58524 2.65159  -0.3393
H -3.40904 1.29006 1.01587  -0.2791
H -3.18895 0.88486 2.62813  0.3088
C 7.81838 3.25061 -0.95937  0.3439
O 8.27023 2.12627 -1.09259  -0.6883
N 7.46397 3.66688 0.29889  -0.1766
N 7.41573 3.94623 -2.10542  -0.1422
H 7.60494 2.94860 0.99889  0.2592
H 6.67902 4.28217 0.43769  0.0150
H 7.86967 3.48616 -2.87659  0.2277
H 7.10697 4.88366 -2.01296  0.2803
C -1.76529 3.39114 -2.50399  -0.2048
O -1.95771 4.01136 -3.54493  -0.7282
N -2.75516 2.80801 -1.77256  0.4977
N -0.46296 3.05133 -2.10329  1.0803
H -3.70744 2.93662 -2.09282  -0.1133
H -2.59101 2.21175 -0.97740  -0.4034
H -0.36766 2.69859 -1.16834  -0.3387
H 0.17454 3.74647 -2.44727  -0.0391